Entry from OMol25: 10 unconnected molecules or ions with the total composition C82H175N9O10 in a non-equilibrium geometry (ωB97M-V with the def2-TZVPD basis set).

Calculated values
- structure (SMILES) = CC1(C)CCCC(C)(C)N1O.CC1(C)CCCC(C)(C)N1O.CC1(C)CCCC(C)(C)N1O.CC1(C)CCCC(C)(C)N1O.CC1(C)CCCC(C)(C)N1O.CC1(C)CCCC(C)(C)N1O.CC1(C)CCCC(C)(C)N1O.CC1(C)CCCC(C)(C)N1O.CC1(C)CCCC(C)(C)N1O.CO
- energy (a.u.) = -4474.09411
- orbital gap (eV) = 8.69
- energy above the lowest of the compared OMol25 structures with the same formula, charge and spin (eV) = 0.000
- HOMO level (Ha) = -0.3010
- LUMO (eV) = 0.4946

Geometry (Å):
H 4.0188 -9.3740 1.7486
H -4.0947 -3.7227 -0.7664
H -3.4732 -3.4037 -4.2240
H 4.2992 -2.8178 -2.1322
H -5.0901 -8.6418 -0.2951
H 2.5916 6.7328 2.0742
H -3.8295 4.6993 7.2862
H -3.8879 5.1715 -6.6100
H -5.5190 -8.7006 2.3355
H 5.0247 2.3435 1.7277
C -3.1720 5.8959 -4.6775
H 6.5415 0.1235 -2.6957
C -2.4420 -3.1040 -4.1290
H -1.9981 8.8269 -2.6862
H -2.5498 3.8429 -4.7932
H 4.7514 -5.8712 0.5356
C -1.6595 -2.5479 0.0480
H 0.3136 -3.9750 -1.2534
N -2.8868 -0.7538 -4.7444
H 4.2432 -5.0526 -0.8464
H 2.2865 7.1747 0.3541
C 5.5224 -0.2687 -2.5229
H -1.8418 5.8468 -6.3228
C -4.2149 -6.9662 1.9330
H 4.7502 0.9804 4.9613
H 0.2074 -2.0269 1.6515
H -1.8492 -1.6618 1.9803
H 1.1525 6.2031 1.2989
C 4.3432 5.4670 0.2389
H 2.8064 0.5128 -0.1401
H 3.4595 4.6660 2.8107
C -0.3027 -2.1008 -0.4197
H -2.2152 -3.3798 -6.7251
N -3.2584 5.4344 4.0038
H -2.3732 -2.7151 -0.7681
C 2.9029 4.2545 1.9844
H 0.4595 -1.6492 6.4473
C -3.1912 0.3598 -5.7460
C -4.2381 1.2990 -5.1624
H 3.8421 7.0793 -1.0858
H -1.9139 -1.1722 -8.0490
H 3.9602 -2.7267 5.6183
N -3.7354 6.8019 -3.6615
C -3.7819 -0.3198 -7.0288
H -5.0997 -5.8069 3.4741
H -3.5876 4.1114 1.8067
H -3.3671 -7.5449 -1.0566
C -4.8847 -4.4602 -0.9638
H 0.9852 -0.9311 8.0164
H 7.5976 -1.7078 -1.6037
H 2.5101 -2.8072 3.5734
H -1.4014 1.7014 -5.3556
C 2.9032 -2.6519 5.7219
H 2.4991 -5.8505 3.6167
O -3.1090 -4.9156 1.2938
H 3.8333 -6.2506 2.6966
H 3.3092 -1.5720 -1.3530
O 0.9079 4.0384 0.0416
H -0.5144 6.1947 3.8929
H 6.6205 1.9588 1.1394
C -0.8215 5.2395 3.4727
H -3.3471 -5.7709 3.4317
C -3.1218 4.5841 5.2179
H -3.1107 -0.3517 -0.5974
H 1.2874 1.8918 4.9621
C 1.4140 6.1821 -1.9789
H -3.8035 6.2257 6.4942
H -2.3783 -6.1809 -0.5984
O 0.7929 -0.2622 -1.4501
H 3.6874 5.5730 -3.1322
H -3.2134 6.6233 1.4441
H 1.8771 -8.8340 -1.4776
H -6.3155 -7.1212 2.0705
H -4.7590 -0.7404 -6.8201
H -0.7423 1.4551 1.8574
H 0.0150 -6.0241 0.7356
H 3.4947 1.8461 3.9835
C 1.1570 -1.7033 7.2756
C 1.2426 0.8343 5.2733
C -4.2179 -6.4151 3.3255
H 4.5974 1.5643 -3.1300
C -1.8672 6.3305 -5.3268
H 3.5111 -1.4988 8.9208
O 5.7858 -1.3851 1.0427
C -2.1360 4.6472 -2.8256
C -5.8415 -6.6597 -0.5015
H 2.3743 1.2307 -5.0945
H 2.5353 -3.6269 5.9589
H 5.9525 2.0967 -1.1093
C 2.6159 -5.3686 0.4619
H -1.4217 5.6218 6.0803
H -0.9082 3.2417 4.2392
H 0.8513 -2.6590 7.6842
H -2.8720 2.5719 4.3658
H -0.8454 6.1216 -4.8660
H 0.0221 -6.6451 2.4027
H 1.0701 -2.7016 -1.9457
H 3.4952 0.5788 -2.2282
C -2.3027 6.5505 2.0347
H -0.1453 5.1194 2.6542
H -3.8476 1.8199 -4.2941
H 3.3629 -3.2378 8.3084
C 1.2611 1.3283 -5.1587
C -5.8371 -7.9659 0.2035
H 6.6902 -1.4571 1.3052
C 3.5300 0.3028 0.6712
H -3.4152 -1.9500 -8.3448
H -5.8278 -6.7269 -1.5919
C 3.5327 -2.1841 8.0765
H -1.8914 7.4014 -5.5053
C 4.9682 0.7744 0.2548
N 3.1633 -0.3235 6.5378
H 6.5596 -2.6819 -2.6457
C 2.0251 -6.4450 1.4436
H -4.9704 5.1273 5.9378
H -4.7226 8.3114 -4.2659
H 5.3247 -0.8776 -3.4328
H 1.1544 6.3510 -3.0567
C -3.5755 3.0933 4.9920
H 3.6776 0.7048 7.9420
N 2.2191 4.3637 -0.3346
C -2.9673 -7.8272 1.6972
H 3.9233 -0.9272 3.8716
H -4.2951 6.7794 -6.1067
H 1.6858 -1.8319 0.6446
H 3.5533 -9.6380 -1.5531
H -2.2573 7.2647 2.8490
H -5.7805 -3.9824 -0.5979
C 2.7993 -6.5230 2.8067
C -0.2692 0.7054 1.1771
O 1.4618 -8.6039 1.6384
C 5.5284 -1.2526 -1.3390
H -1.9044 3.6684 -2.4233
H 0.6964 -0.2992 -2.4094
H 1.8719 4.2656 2.2717
C -1.8638 7.7577 -2.3206
H 4.2286 -2.7692 -0.3744
H 4.9568 -9.2108 0.2897
H -1.4098 7.8719 -1.3138
H -1.6496 -3.5782 0.4123
C 1.7111 3.7462 -2.6795
H -2.3146 3.1411 2.5289
O 0.5982 0.9592 -3.9668
C -5.5217 -7.7713 1.7151
C -2.8334 5.5358 -1.7996
H 0.9804 0.6373 -5.9306
H -3.3209 -6.0762 -2.0620
H 0.7328 3.3831 -2.3606
H 1.2033 -2.1250 4.5071
C -1.6285 4.5808 5.7121
C 6.6848 -2.2581 -1.6445
C 3.1719 -8.2406 0.0395
C 2.1960 6.4167 1.1125
C 5.6253 1.5238 1.3819
H -1.2105 7.1259 -2.8499
C -0.6800 4.2402 4.6057
H 4.1974 4.2176 -2.0850
C -3.9475 5.1892 6.3122
C 4.3116 -8.6383 0.9615
H -5.0255 6.2064 3.5077
H 0.6627 1.1362 0.7828
H -1.9499 2.3241 -0.2469
C 4.3657 6.1242 -1.1592
C -0.6099 -1.6654 -5.2849
C 0.7199 -2.3263 0.7330
C -2.8600 -1.4777 -7.5550
H 2.4122 -0.3643 3.1373
H -4.4034 8.5931 -1.8464
H -2.2005 5.5428 -0.9131
H -1.6786 0.2854 -3.6605
H -2.0410 4.0488 1.0178
H 3.2653 0.9891 1.4923
C 2.2091 4.9442 -1.7679
H 4.6087 -7.3904 -1.4465
H -2.9828 -8.5086 2.5721
H 0.0388 -0.1915 1.7412
H -3.7151 2.5353 5.9335
C 3.6823 5.1538 -2.1204
H -4.1880 -7.1479 4.1243
C 0.0904 -2.9877 -1.5839
O -3.7594 8.1135 -4.1501
H 4.8541 6.0516 1.0259
C 0.5841 -5.9649 1.6998
C -2.2163 5.2932 2.8515
H -2.2217 -2.7090 -3.1762
H 3.6167 2.2367 5.6993
N -0.4705 -0.7304 -0.9043
N 1.9640 -7.7235 0.7237
H 0.5229 -5.0082 2.1486
C -1.3384 1.6363 -0.8508
H -6.7834 -8.4768 0.1075
H -0.6342 -2.7989 -2.4064
H -3.9604 4.0696 -3.9020
H 4.3799 2.5674 -0.8506
C -2.4778 -0.2654 0.3046
H -1.6186 3.9259 6.5610
C -4.5561 -5.8259 -0.3196
C 3.7043 -7.1317 -0.9127
C -2.1406 -1.9341 -5.1039
C 2.8890 5.1492 0.7229
H -3.7461 -2.8344 -6.0890
H 0.6529 -8.8994 1.2482
H 0.6350 0.3157 4.5691
H -4.9221 -4.6543 -2.0195
H 2.4679 2.9366 -2.6786
C 2.8549 -0.7634 4.0770
H 1.5732 4.0892 -3.7119
H -1.4354 6.6580 1.4441
H 0.9714 2.3488 -5.4231
C -1.9607 1.1654 -6.1170
H 1.9161 7.1164 -1.7272
H -5.0899 0.6631 -4.9235
C 2.6385 -1.6820 6.9304
H -1.7667 1.4477 -1.7994
O 2.8019 0.5845 7.5455
H 4.5771 -2.1463 7.7721
C -1.1037 0.3020 -0.0612
C -2.5502 4.0371 1.9829
H -2.9609 0.5444 0.8391
O -2.4515 -0.2612 -3.5275
C -4.1206 5.8030 -5.7560
H 1.8968 -5.2178 -0.3649
O -4.5971 5.3699 3.4077
C 4.2406 -2.1259 -1.2805
H 0.7893 0.6713 6.2793
N -4.2753 -5.6578 1.1319
C 4.5671 0.8976 -2.2248
C -3.3257 -6.4780 -1.0463
H 5.8125 0.9243 2.2676
H 0.8401 -3.3970 0.8181
H 0.9441 1.4733 -3.1932
C -2.3754 -1.6254 1.0316
H 2.8829 -6.9926 -1.6045
H -0.0333 -2.5808 -5.2397
H -3.8985 7.6676 -0.3503
H -0.3855 -1.2065 -6.2578
H -3.3786 -4.0269 1.6164
H 0.4824 6.1279 -1.4560
N 5.7786 -0.4956 -0.1065
H 2.7529 -7.5441 3.1772
H -5.1571 6.9639 -1.4300
H -1.1654 5.1310 -3.0543
C 3.7407 1.4165 4.9506
H -2.9999 -8.4835 0.8056
H -5.0500 5.4118 -5.3084
H 0.3492 4.2747 4.9448
H -2.2630 1.9221 -6.8202
H -3.7800 5.0725 -1.6227
H 4.8928 -7.8130 1.3718
C 2.6635 0.3088 5.2191
H 2.6800 -4.4608 1.0432
H -3.3330 -2.1251 1.1581
H -0.3999 2.1334 -1.0374
C 4.9860 1.6615 -0.9836
H 2.3282 -10.2380 -0.4122
H -6.6634 -6.0552 -0.0560
C 3.9029 -5.8473 -0.1842
C 2.6835 -9.3509 -0.9185
H 3.4647 -0.7131 1.0081
C -2.7358 -2.4777 -6.4286
C -3.1582 6.8925 -2.2572
H 3.1679 3.2015 1.7936
H 6.7752 -3.1382 -0.9823
C -4.2352 7.6040 -1.4124
H -4.4649 1.9998 -5.9789
H 0.9505 3.1006 0.2936
H 5.3865 6.3828 -1.4819
H -1.9909 -7.3062 1.7063
C -2.9901 4.5452 -4.0733
H -1.2040 0.5611 -6.5887
H -4.4535 3.0329 4.3273
H -0.1302 -1.0318 -4.5585
C 2.2889 -2.0959 4.3848
H -3.9903 0.4813 -7.7697
H 4.8895 4.5400 0.1297
H -1.8365 -3.9901 -4.2437